Below is a single C3H5N3OS molecule in a non-equilibrium geometry, with properties calculated with ωB97M-V/def2-TZVPD.

Each line ends with the Löwdin charge.
Positions of all 13 atoms, in Å:
H (0.324, -2.984, -0.087)  0.02
N (0.892, -2.347, 0.411)  0.11
C (0.553, -1.152, 0.095)  -0.39
C (-0.394, -0.484, -0.876)  0.03
C (-0.418, 0.843, -0.540)  -0.42
N (-1.115, 1.789, -1.173)  0.14
O (0.352, 1.205, 0.542)  -0.06
N (1.041, -0.036, 0.938)  -0.51
S (1.560, 0.141, 2.467)  0.82
H (-0.900, -0.915, -1.688)  0.08
H (-1.557, 1.374, -1.984)  0.11
H (-0.713, 2.749, -1.269)  0.14
H (0.375, -0.183, 3.164)  -0.09

Values from the calculation:
SMILES string = [H]/N=c1\cc(N)on1S
E_tot = -20542.2334 eV



Below is a single C13H15N3O4S molecule, with properties calculated with ωB97M-V/def2-TZVPD.

Each line ends with the Löwdin charge.
Positions of all 36 atoms, in Å:
C (-0.483, -0.177, 3.537)  -0.09
C (0.970, 0.096, 3.151)  -0.18
C (1.097, 0.518, 1.716)  -0.10
C (1.266, -0.382, 0.697)  -0.30
O (1.285, -1.702, 0.892)  0.13
N (1.446, 0.000, -0.593)  0.12
C (1.429, 1.253, -0.884)  -0.63
S (1.688, 1.677, -2.566)  1.00
C (2.032, 0.006, -3.202)  -0.34
C (0.993, -1.024, -2.759)  -0.60
O (1.306, -2.141, -2.411)  0.05
N (-0.279, -0.607, -2.921)  0.05
C (-1.395, -1.311, -2.333)  -0.08
C (-1.846, -0.645, -1.068)  -0.26
C (-2.482, -1.124, 0.037)  -0.01
C (-2.686, -0.011, 0.891)  -0.07
C (-2.151, 1.058, 0.248)  -0.12
O (-1.643, 0.688, -0.944)  0.02
N (1.220, 2.214, 0.026)  0.16
C (1.032, 1.920, 1.402)  -0.43
O (0.841, 2.842, 2.166)  0.06
H (-0.540, -0.477, 4.581)  0.07
H (-0.892, -0.973, 2.920)  0.07
H (-1.079, 0.721, 3.398)  0.07
H (1.361, 0.900, 3.775)  0.11
H (1.562, -0.807, 3.305)  0.11
H (1.421, -2.133, 0.030)  0.12
H (3.016, -0.305, -2.852)  0.09
H (2.039, 0.098, -4.288)  0.09
H (-0.439, 0.371, -3.120)  0.11
H (-2.218, -1.342, -3.059)  0.13
H (-1.073, -2.334, -2.122)  0.13
H (-2.768, -2.139, 0.221)  0.11
H (-3.165, -0.014, 1.847)  0.10
H (-2.063, 2.091, 0.518)  0.13
H (1.198, 3.193, -0.235)  0.16

Values from the calculation:
SMILES string = CCc1c(O)nc(SCC(=O)NCc2ccco2)[nH]c1=O
E_tot = -37220.9203 eV



Below is 2 unconnected molecules or ions with the total composition C2H5NO3 in a non-equilibrium geometry, with properties calculated with ωB97M-V/def2-TZVPD.

Each line ends with the Löwdin charge.
Positions of all 11 atoms, in Å:
N (-0.253, -1.690, 1.201)  0.07
C (0.732, -1.003, 1.873)  -0.45
O (0.618, 0.135, 2.280)  0.00
H (-1.139, -1.183, 1.468)  0.12
H (-0.178, -2.343, 0.372)  0.13
H (1.733, -1.524, 1.862)  0.13
O (-1.366, 1.101, -1.057)  0.04
C (-0.659, 1.573, -1.941)  -0.33
O (0.691, 1.790, -1.943)  0.11
H (-1.139, 1.791, -2.915)  0.14
H (0.959, 1.354, -1.200)  0.05

Values from the calculation:
SMILES string = NC=O.O=CO
E_tot = -9787.1366 eV



Below is 2 unconnected molecules or ions with the total composition C35H54F5N4O3PS in a non-equilibrium geometry, with properties calculated with ωB97M-V/def2-TZVPD.

Each line ends with the Löwdin charge.
Positions of all 103 atoms, in Å:
H (4.247, -2.230, -1.264)  0.04
N (4.828, -2.379, -2.090)  0.16
C (4.112, -2.617, -3.107)  -0.41
C (4.839, -2.864, -4.404)  -0.05
C (2.581, -2.593, -3.143)  -0.10
C (1.887, -3.172, -1.932)  -0.14
C (1.784, -2.362, -0.787)  -0.21
C (1.172, -2.899, 0.344)  -0.35
C (0.614, -4.174, 0.361)  -0.20
C (-0.076, -4.682, 1.600)  -0.22
N (-1.535, -4.453, 1.502)  -0.09
C (-2.331, -5.540, 2.080)  -0.14
C (0.694, -4.975, -0.793)  -0.22
C (0.091, -6.363, -0.710)  -0.07
C (1.348, -4.474, -1.945)  -0.26
P (1.404, -5.608, -3.393)  1.01
C (3.191, -5.783, -3.823)  -0.27
C (0.646, -4.708, -4.835)  -0.42
C (-0.511, -5.499, -5.462)  -0.17
S (1.139, -1.938, 1.838)  1.09
C (1.008, -0.306, 1.163)  -0.36
C (0.312, 0.683, 1.885)  -0.19
C (-0.325, 0.351, 3.213)  -0.23
C (-1.834, 0.123, 3.116)  -0.08
C (0.234, 1.978, 1.369)  -0.16
C (-0.456, 3.118, 2.091)  -0.12
C (-1.192, 4.055, 1.111)  -0.17
C (-0.528, 5.429, 0.985)  -0.06
C (-0.686, 6.130, -0.349)  -0.45
F (-0.695, 7.476, -0.135)  0.11
F (0.346, 5.879, -1.176)  0.13
C (-1.984, 5.834, -1.138)  -0.59
F (-1.883, 4.690, -1.803)  0.17
F (-3.033, 5.788, -0.340)  0.19
F (-2.193, 6.797, -2.039)  0.17
C (0.869, 2.230, 0.150)  0.01
C (1.554, 1.251, -0.573)  -0.15
C (2.194, 1.684, -1.888)  -0.06
C (1.314, 1.539, -3.139)  -0.36
O (1.927, 0.623, -4.037)  -0.04
C (-0.139, 1.149, -2.892)  -0.20
N (-0.293, -0.273, -2.539)  0.05
C (1.623, -0.053, -0.062)  -0.21
N (2.326, -1.056, -0.754)  0.11
H (5.269, -3.857, -4.407)  0.07
H (5.669, -2.165, -4.440)  0.08
H (4.206, -2.708, -5.272)  0.07
H (2.250, -3.054, -4.066)  0.07
H (2.312, -1.544, -3.233)  0.09
H (0.142, -5.743, 1.727)  0.10
H (0.309, -4.187, 2.485)  0.07
H (-1.733, -4.427, 0.509)  0.09
H (-2.469, -5.371, 3.144)  0.07
H (-1.910, -6.531, 1.894)  0.07
H (-3.319, -5.525, 1.623)  0.08
H (0.082, -6.870, -1.661)  0.02
H (0.675, -6.974, -0.024)  0.09
H (-0.920, -6.293, -0.323)  0.07
H (3.830, -5.552, -2.976)  0.05
H (3.330, -6.837, -4.050)  0.02
H (3.463, -5.230, -4.715)  0.02
H (0.362, -3.690, -4.585)  0.06
H (1.441, -4.627, -5.578)  0.06
H (-1.464, -5.036, -5.224)  0.06
H (-0.408, -5.550, -6.541)  0.06
H (-0.524, -6.526, -5.110)  0.04
H (0.159, -0.500, 3.676)  0.07
H (-0.141, 1.186, 3.889)  0.11
H (-2.044, -0.883, 2.762)  0.07
H (-2.262, 0.193, 4.116)  0.07
H (-2.330, 0.873, 2.508)  0.07
H (0.302, 3.709, 2.606)  0.13
H (-1.168, 2.762, 2.819)  0.08
H (-1.348, 3.580, 0.149)  0.10
H (-2.183, 4.215, 1.530)  0.10
H (-0.852, 6.117, 1.759)  0.13
H (0.547, 5.310, 1.120)  0.13
H (0.851, 3.233, -0.254)  0.11
H (3.113, 1.119, -2.021)  0.12
H (2.464, 2.724, -1.752)  0.12
H (1.280, 2.511, -3.636)  0.14
H (1.247, 0.099, -4.467)  0.08
H (-0.675, 1.325, -3.826)  0.12
H (-0.607, 1.805, -2.163)  0.11
H (-1.000, -0.684, -3.134)  0.07
H (-0.647, -0.387, -1.597)  0.08
H (2.596, -0.744, -1.671)  0.09
C (-1.937, 5.266, 7.105)  -0.11
O (-2.955, 6.120, 6.613)  -0.19
C (-2.641, 6.710, 5.362)  -0.20
C (-3.337, 6.005, 4.219)  -0.20
O (-2.863, 4.675, 4.055)  -0.21
C (-3.742, 3.703, 4.598)  -0.09
H (-2.353, 4.707, 7.942)  0.09
H (-1.598, 4.561, 6.342)  0.08
H (-1.084, 5.851, 7.463)  0.09
H (-1.559, 6.718, 5.201)  0.13
H (-2.986, 7.748, 5.396)  0.13
H (-3.122, 6.545, 3.291)  0.12
H (-4.420, 6.012, 4.368)  0.13
H (-4.626, 3.585, 3.961)  0.09
H (-4.057, 3.966, 5.610)  0.09
H (-3.206, 2.754, 4.630)  0.08

Values from the calculation:
SMILES string = [H]/N=C(/C)Cc1c2c(c(CNC)c(C)c1P(C)CC)Sc1c(CC)c(CCCC(F)(F)C(F)(F)F)cc(C[C@@H](O)CN)c1N2.COCCOC
E_tot = -82985.0995 eV



Below is 2 unconnected molecules or ions with the total composition C4H14N2O in a non-equilibrium geometry, with properties calculated with ωB97M-V/def2-TZVPD.

Each line ends with the Löwdin charge.
Positions of all 21 atoms, in Å:
N (3.132, 0.788, -1.304)  -0.02
C (1.886, 1.432, -0.856)  -0.30
C (1.669, 1.124, 0.643)  -0.21
C (0.164, 1.197, 1.013)  -0.20
C (-0.625, -0.032, 0.496)  -0.26
N (-0.741, -0.909, 1.702)  -0.03
H (2.958, -0.119, -1.711)  0.06
H (3.555, 1.361, -2.025)  0.06
H (1.908, 2.524, -1.001)  0.11
H (1.066, 0.986, -1.444)  0.10
H (2.307, 1.797, 1.205)  0.10
H (2.085, 0.134, 0.725)  0.10
H (0.276, 1.164, 2.096)  0.09
H (-0.252, 2.140, 0.653)  0.11
H (-0.325, -0.478, -0.446)  0.10
H (-1.658, 0.308, 0.350)  0.09
H (-1.578, -1.480, 1.581)  0.06
H (-1.007, -0.371, 2.518)  0.05
O (-4.452, -3.001, -1.239)  -0.05
H (-4.125, -2.117, -1.329)  0.01
H (-4.999, -3.112, -2.019)  0.03

Values from the calculation:
SMILES string = NCCCCN.O
E_tot = -9401.8118 eV



Below is 5 unconnected molecules or ions with the total composition C12H27BCl9N2O4PS in a non-equilibrium geometry, with properties calculated with ωB97M-V/def2-TZVPD.

Each line ends with the Löwdin charge.
Positions of all 57 atoms, in Å:
C (5.642, -0.514, 0.947)  -0.05
O (4.426, -0.408, 0.211)  0.06
B (3.285, -0.268, 0.937)  -0.59
O (3.117, -0.964, 2.117)  0.17
C (2.134, 0.747, 0.453)  -0.48
C (2.421, 1.178, -0.979)  -0.01
N (2.215, 1.951, 1.335)  0.12
O (0.911, 0.075, 0.618)  -0.10
C (-0.245, 0.839, 0.406)  -0.20
C (-1.500, -0.030, 0.506)  -0.50
C (-1.352, -1.126, 1.566)  0.00
C (-2.603, 0.959, 0.932)  -0.15
C (-3.966, 0.349, 0.992)  -0.74
O (-4.286, -0.799, 0.801)  0.04
Cl (-5.232, 1.548, 1.463)  0.63
N (-1.929, -0.562, -0.820)  -0.21
P (-0.730, -1.053, -1.923)  0.30
S (0.309, -2.627, -1.432)  0.14
H (5.940, 0.444, 1.364)  0.09
H (6.422, -0.811, 0.254)  0.09
H (5.596, -1.270, 1.721)  0.09
H (2.798, -0.384, 2.807)  0.11
H (1.576, 1.653, -1.474)  0.07
H (2.763, 0.350, -1.590)  0.09
H (3.218, 1.913, -0.961)  0.09
H (1.678, 1.742, 2.171)  0.08
H (3.166, 2.106, 1.645)  0.08
H (-0.234, 1.380, -0.541)  0.10
H (-0.339, 1.607, 1.173)  0.13
H (-2.227, -1.206, 2.201)  0.08
H (-1.201, -2.097, 1.110)  0.07
H (-0.497, -0.955, 2.209)  0.09
H (-2.371, 1.280, 1.947)  0.14
H (-2.613, 1.848, 0.308)  0.12
H (-2.460, -1.414, -0.672)  0.08
H (-1.443, -1.365, -3.087)  -0.03
H (0.063, 0.043, -2.270)  -0.04
Cl (-4.779, -1.818, 4.994)  0.50
C (-6.005, -1.751, 3.720)  -1.04
Cl (-7.127, -3.113, 3.809)  0.51
H (-6.566, -0.831, 3.828)  0.02
H (-5.505, -1.776, 2.759)  -0.01
Cl (1.601, -4.242, 4.133)  0.50
C (3.320, -3.978, 3.819)  -1.03
Cl (4.135, -3.257, 5.216)  0.49
H (3.784, -4.932, 3.603)  0.02
H (3.417, -3.304, 2.976)  0.00
Cl (-2.245, 1.754, -2.861)  0.54
C (-2.995, 1.953, -4.450)  -0.99
Cl (-2.060, 1.123, -5.700)  0.51
H (-3.991, 1.529, -4.422)  0.03
H (-3.037, 3.009, -4.687)  0.03
Cl (1.327, 2.386, -5.118)  0.48
C (1.013, 3.048, -6.726)  -1.05
Cl (2.132, 4.352, -7.137)  0.51
H (1.126, 2.253, -7.453)  0.03
H (0.003, 3.438, -6.745)  0.01

Values from the calculation:
SMILES string = COB(O)[C@](C)(N)OC[C@@](C)(CC(=O)Cl)N[PH2]=S.ClCCl.ClCCl.ClCCl.ClCCl
E_tot = -157556.7795 eV



Below is a molecular structure, C35H32N3O2ReS5SbTe in a non-equilibrium geometry, with properties calculated with ωB97M-V/def2-TZVPD.

Each line ends with the Löwdin charge.
Positions of all 80 atoms, in Å:
Re (0.825, 0.581, 0.597)  0.67
C (-0.896, 7.210, -1.227)  -0.05
C (-0.632, 5.889, -0.573)  -0.26
C (-0.610, 5.749, 0.807)  0.04
C (-0.371, 4.525, 1.416)  -0.07
C (-0.228, 4.353, 2.892)  -0.30
O (-0.966, 4.873, 3.700)  0.12
C (0.887, 3.426, 3.233)  -0.17
C (2.078, 3.467, 2.502)  -0.06
C (3.054, 2.512, 2.711)  -0.12
C (2.866, 1.522, 3.666)  -0.14
C (1.697, 1.487, 4.408)  -0.12
C (0.712, 2.437, 4.198)  -0.03
C (-0.206, 3.378, 0.619)  -0.30
O (-0.082, 2.187, 1.155)  -0.30
C (-0.200, 3.535, -0.787)  -0.13
C (-0.388, 4.772, -1.365)  0.03
C (0.083, 2.294, -1.539)  -0.28
N (-0.760, 1.330, -1.601)  0.00
C (-2.078, 1.484, -1.026)  -0.31
C (-2.862, 0.228, -1.330)  -0.36
Te (-1.688, -1.718, -1.258)  1.47
C (-2.367, -2.345, 0.662)  -0.44
C (-3.624, -2.024, 1.144)  -0.12
C (-4.008, -2.460, 2.402)  -0.08
C (-3.126, -3.183, 3.189)  -0.07
C (-1.873, -3.508, 2.701)  -0.08
C (-1.499, -3.098, 1.436)  -0.24
C (1.456, 2.106, -2.037)  -0.21
C (2.507, 2.805, -1.433)  -0.04
C (3.809, 2.600, -1.846)  -0.07
C (4.079, 1.718, -2.878)  -0.07
C (3.041, 1.038, -3.495)  -0.06
C (1.739, 1.214, -3.073)  -0.05
H (-0.829, 8.026, -0.510)  0.08
H (-1.899, 7.204, -1.658)  0.08
H (-0.183, 7.379, -2.034)  0.08
H (-0.752, 6.618, 1.432)  0.13
H (2.233, 4.259, 1.778)  0.12
H (3.963, 2.531, 2.127)  0.10
H (3.628, 0.772, 3.834)  0.06
H (1.548, 0.709, 5.145)  0.10
H (-0.221, 2.403, 4.743)  0.12
H (-0.371, 4.854, -2.445)  0.13
H (-2.570, 2.382, -1.432)  0.13
H (-2.027, 1.623, 0.064)  0.11
H (-3.185, 0.255, -2.376)  0.04
H (-3.746, 0.167, -0.696)  0.04
H (-4.315, -1.462, 0.533)  0.09
H (-4.994, -2.220, 2.775)  0.10
H (-3.413, -3.499, 4.180)  0.11
H (-1.171, -4.062, 3.306)  0.11
H (-0.524, -3.371, 1.057)  0.00
H (2.302, 3.506, -0.636)  0.11
H (4.617, 3.123, -1.359)  0.11
H (5.099, 1.556, -3.196)  0.11
H (3.251, 0.361, -4.308)  0.11
H (0.925, 0.675, -3.534)  0.11
S (2.077, -4.035, 1.044)  -0.08
Sb (2.297, -2.098, 2.214)  0.06
S (2.995, -0.201, 0.692)  0.02
S (0.218, -0.674, 2.409)  0.16
S (3.385, -2.093, 4.192)  -0.13
C (1.788, -6.034, -2.832)  0.00
C (0.467, -5.658, -2.267)  -0.26
C (-0.687, -6.394, -2.420)  0.04
C (-1.883, -5.867, -1.914)  -0.30
N (-1.927, -4.634, -1.432)  0.06
C (-0.804, -3.955, -1.218)  -0.44
S (0.605, -1.213, -0.883)  0.03
N (0.372, -4.498, -1.592)  0.08
C (-3.155, -6.633, -1.920)  -0.02
H (1.735, -6.998, -3.329)  0.09
H (2.537, -6.071, -2.042)  0.10
H (2.098, -5.283, -3.561)  0.10
H (-0.663, -7.345, -2.925)  0.12
H (1.221, -4.015, -1.289)  0.03
H (-3.193, -7.357, -2.728)  0.08
H (-3.989, -5.943, -1.984)  0.08
H (-3.232, -7.172, -0.977)  0.10

Values from the calculation:
⟨S²⟩ = 3.787
E_tot = -115515.5949 eV
spin multiplicity = 4